# C6H9N3O3

C6H9N3O3 in the gas phase in a non-equilibrium geometry (ωB97M-V/def2-TZVPD, the Open Molecules 2025 dataset).

Computed properties:
SMILES ... CN[C@](N)(O)N1C(=O)C=CC1=O
Total energy ... -623.9733 hartree
Lowest unoccupied orbital energy ... -1.2 eV
Kohn-Sham gap ... 7.307 eV
ΔE to the lowest compared entry with this formula, charge and spin ... 1.510 eV
Total charge ... 0

XYZ file:
```
21
Properties=species:S:1:pos:R:3:forces:R:3:mulliken_charge:R:1
C 2.9561 0.4135 -0.5885 -0.59 -0.87 -4.59 -0.81
N 1.6008 0.7315 -0.2079 -2.08 1.16 -0.62 -0.32
C 0.5979 -0.3507 0.1470 2.03 1.06 0.39 0.71
N 0.8967 -0.5855 1.5576 0.83 1.67 -1.69 -0.56
O 0.8411 -1.4361 -0.6945 -0.72 -0.37 -0.39 -0.57
N -0.8654 -0.0131 -0.0032 1.39 -0.19 0.11 -0.07
C -1.8506 -0.9996 -0.0346 0.53 -0.24 0.32 0.67
O -1.6380 -2.1973 -0.0369 -0.56 0.66 -0.13 -0.63
C -3.1378 -0.2654 -0.0336 -3.17 0.85 0.25 -0.56
C -2.9160 1.0606 -0.0004 -0.48 0.89 0.10 -0.39
C -1.4356 1.2398 0.0460 1.89 3.01 -0.43 0.60
O -0.8017 2.3098 0.0436 -1.79 -2.45 0.12 -0.59
H 3.6048 0.2711 0.2003 1.45 0.25 2.03 0.26
H 3.0588 -0.6554 -1.1562 -0.40 2.62 0.70 0.22
H 3.3243 1.3251 -1.2958 -0.59 -2.46 1.71 0.27
H 1.2616 1.5938 -0.6947 -0.06 -1.72 0.91 0.28
H 1.9345 -0.5636 1.6671 -1.65 -0.52 0.31 0.24
H 0.3405 -1.2900 1.9540 -0.07 -1.45 0.71 0.20
H -0.0077 -1.9036 -0.8706 0.95 0.05 0.41 0.33
H -4.1978 -0.7067 0.0032 2.11 0.31 -0.24 0.35
H -3.5667 2.0219 -0.0018 0.98 -2.26 0.03 0.35
```
Positions in Å, forces in eV/Å.

# C6H9N3O4

C6H9N3O4 in the gas phase in a non-equilibrium geometry (ωB97M-V/def2-TZVPD, the Open Molecules 2025 dataset).

Computed properties:
Spin multiplicity ... 3
Total energy ... -699.0281 hartree
Lowest unoccupied orbital energy (alpha / beta) ... 0.3 / -2.6 eV
Kohn-Sham gap (alpha / beta) ... 7.716 / 7.868 eV
ΔE to the lowest compared entry with this formula, charge and spin ... 0.000 eV
Total charge ... 0

XYZ file:
```
22
Properties=species:S:1:pos:R:3:forces:R:3:mulliken_charge:R:1
C 0.6208 1.6046 0.6627 -1.36 3.10 1.26 -0.34
C -0.7712 1.4405 0.4542 3.08 1.02 1.08 0.08
C -3.2599 -0.7528 0.1607 -1.65 -1.58 -0.03 0.45
C 2.0373 -0.2681 -0.2545 -0.70 -1.22 -0.79 0.26
C 1.1813 -1.3804 -0.9115 4.13 0.58 1.01 -1.15
C -2.7171 0.5400 -0.2937 -0.04 3.14 2.48 -0.25
N 1.7124 0.8632 0.3971 -0.26 -0.24 -0.97 -0.05
N 3.3777 -0.5726 0.1017 -0.99 0.37 -0.20 0.99
N -1.3120 0.4722 -0.1655 0.60 -0.88 -0.77 -0.35
O -4.3535 -0.8365 0.6698 0.98 -0.42 -0.48 -0.55
O -2.4164 -1.8091 -0.0520 1.29 2.05 0.16 -0.52
O 3.7762 -1.6694 -0.2147 1.06 -1.53 -0.46 -0.63
O 4.0372 0.2661 0.7556 0.00 0.08 -0.22 -0.74
H 0.8495 2.6300 1.1953 -0.12 -2.38 -1.12 0.20
H -1.2616 2.2626 0.9663 -0.85 -0.01 -0.30 0.25
H 1.9246 -2.0147 -1.4438 -0.53 0.42 0.33 0.40
H 0.4332 -1.1132 -1.5973 -1.31 0.63 -0.10 0.46
H 1.0155 -1.9035 0.0134 -1.40 -0.92 0.07 0.32
H -3.0863 1.3996 0.4271 0.08 -1.75 -1.23 0.26
H -2.9116 0.9369 -1.2627 -0.84 -0.48 -1.10 0.30
H 2.6243 1.2148 0.5936 0.91 1.32 1.20 0.16
H -1.5004 -1.3104 -0.2017 -2.06 -1.31 0.17 0.46
```
Positions in Å, forces in eV/Å.

# C6H9N3OS

A 2-piece molecular cluster, C6H9N3OS overall in a non-equilibrium geometry (ωB97M-V/def2-TZVPD, the Open Molecules 2025 dataset).

Computed properties:
Total energy ... -871.4802 hartree
Lowest unoccupied orbital energy (alpha / beta) ... -0.7 / -0.5 eV
Kohn-Sham gap (alpha / beta) ... 7.953 / 8.035 eV
ΔE to the lowest compared entry with this formula, charge and spin ... 6.172 eV
Total charge ... 0

XYZ file:
```
20
Properties=species:S:1:pos:R:3:forces:R:3:mulliken_charge:R:1
C -1.6535 1.1447 -0.0327 0.35 0.13 0.87 -0.09
C -2.1219 -1.1148 0.7585 4.29 0.34 0.44 -0.36
C -2.9755 1.2451 -0.3927 -2.21 -1.20 0.22 -0.42
C -3.4115 -0.8854 0.3926 -1.27 -2.45 -0.65 -0.10
C -1.2516 0.0032 0.6145 -1.66 -1.19 -0.64 0.05
C 2.0315 -0.1593 -1.4707 2.49 0.28 -1.12 -0.81
N -3.8230 0.2327 -0.1597 -0.84 0.64 -0.34 -0.55
N 3.0524 0.4218 0.8576 0.39 1.36 0.10 -0.22
N 3.6257 -0.7426 1.1730 0.03 0.62 -0.14 -0.35
O 1.3216 1.9918 -0.1398 0.34 0.04 0.51 -0.63
S 1.5777 0.5932 0.2093 -0.39 -1.37 -1.94 0.68
H -1.0264 1.9811 -0.1435 0.92 0.83 -0.27 0.55
H -1.5989 -2.0956 0.9934 -1.44 1.15 0.08 0.28
H -3.5317 2.0778 -0.8510 1.10 0.01 0.14 0.37
H -4.0940 -1.8113 0.4007 0.58 1.77 0.12 0.26
H 3.0342 -0.8359 -1.4165 -2.24 1.89 0.07 0.30
H 1.2943 -0.8108 -1.9342 -0.47 0.21 0.37 0.31
H 2.1840 0.7925 -2.1741 -0.17 -2.09 1.71 0.25
H 4.2665 -0.4737 1.8819 0.96 -0.51 0.60 0.27
H 3.1004 -1.5547 1.4334 -0.76 -0.42 -0.13 0.22
```
Positions in Å, forces in eV/Å.

# C6H9N4S

An isolated ion of composition C6H9N4S and charge +1 in a non-equilibrium geometry (ωB97M-V/def2-TZVPD, the Open Molecules 2025 dataset).

Computed properties:
Total energy ... -850.9421 hartree
Lowest unoccupied orbital energy ... -3.8 eV
Kohn-Sham gap ... 8.902 eV
ΔE to the lowest compared entry with this formula, charge and spin ... 1.923 eV
Total charge ... +1

XYZ file:
```
20
Properties=species:S:1:pos:R:3:forces:R:3:mulliken_charge:R:1
C -3.0625 0.4719 0.5382 1.69 0.03 -1.26 -0.72
C -2.0894 -0.0070 1.4231 0.13 -0.06 -2.14 -0.29
C -2.4214 0.7602 -0.6385 1.90 -1.26 2.84 -0.15
C 2.1905 0.1643 0.2242 -2.37 0.89 2.28 0.66
C 0.8818 -1.0461 -1.3308 -5.66 0.44 3.33 -0.77
C 0.0061 0.4193 -1.2345 3.89 -2.89 3.41 -0.39
N -0.9017 -0.0885 0.8655 -0.34 0.45 -0.57 -0.69
N -1.1010 0.4068 -0.4033 -1.03 -0.46 0.88 0.51
N 1.7519 -1.0264 -0.1958 1.31 1.52 0.06 -0.17
N 2.8131 0.3807 1.3946 0.36 1.35 -2.01 -0.39
S 1.2798 1.5101 -0.3858 0.63 -0.04 -0.80 -0.14
H -4.0583 0.2734 0.6188 -2.67 0.41 0.54 0.42
H -2.3448 -0.4412 2.3179 0.09 -0.70 2.19 0.47
H -2.6895 1.2329 -1.5024 -0.82 0.79 -2.18 0.46
H 0.0611 -1.9027 -1.0775 1.98 1.97 -1.11 0.32
H 1.4109 -1.1786 -2.1929 0.99 -0.26 -2.59 0.44
H -0.1163 0.8560 -2.1165 -1.02 1.42 -3.89 0.71
H 2.3799 -1.7814 -0.1314 0.70 -1.26 0.52 0.31
H 2.9897 -0.3009 2.0473 0.56 -2.36 1.24 0.20
H 3.0199 1.2973 1.7795 -0.33 0.01 -0.76 0.22
```
Positions in Å, forces in eV/Å.

# C6H9N6

An isolated ion of composition C6H9N6 and charge +1 in a non-equilibrium geometry (ωB97M-V/def2-TZVPD, the Open Molecules 2025 dataset).

Computed properties:
SMILES ... [H]/N=C(C)/N=N/C(C)=C1/N=CN=[NH+]1
Total energy ... -562.1676 hartree
Lowest unoccupied orbital energy ... -5.8 eV
Kohn-Sham gap ... 8.014 eV
ΔE to the lowest compared entry with this formula, charge and spin ... 3.704 eV
Total charge ... +1

XYZ file:
```
21
Properties=species:S:1:pos:R:3:forces:R:3:mulliken_charge:R:1
H 2.5640 2.6316 0.7840 0.29 -0.90 0.25 0.27
N 1.9625 1.8464 0.5214 -1.81 1.83 0.63 -0.51
C 2.3791 0.7726 0.0852 2.31 1.28 0.32 0.67
C 3.7605 0.3380 -0.1376 0.06 -1.59 -3.61 -1.12
N 1.4929 0.0881 -0.7109 -2.29 -1.71 -1.99 -0.75
N 0.4191 -0.3067 -0.3971 1.86 -0.03 0.37 0.84
C -0.6402 -0.8912 -0.1429 -4.13 1.86 0.62 0.46
C -0.8636 -2.2647 0.1870 2.20 -2.48 0.16 -1.43
C -1.9141 -0.0890 -0.0602 0.69 0.71 -0.71 0.69
N -3.1172 -0.6141 0.0375 -0.52 0.48 -0.41 -0.44
C -3.9606 0.4759 -0.0343 2.89 0.90 1.51 -0.14
N -3.2790 1.6293 -0.0416 -0.34 -0.79 -0.75 -0.71
N -1.9943 1.2685 -0.1253 -0.87 0.83 -0.09 0.29
H 3.8427 -0.7280 -0.4726 -0.22 0.67 0.68 0.32
H 4.3241 0.4976 0.7026 1.61 0.50 1.89 0.41
H 4.1585 0.8592 -1.0621 -0.31 -0.14 1.24 0.30
H -0.4437 -2.5894 1.1115 1.31 0.17 0.75 0.36
H -0.5224 -2.9383 -0.5651 0.96 -0.36 -0.75 0.39
H -1.7952 -2.6637 0.3614 -3.00 0.67 -0.11 0.43
H -4.9666 0.5867 0.2600 -1.17 -0.81 -0.31 0.38
H -1.4065 2.0912 -0.3009 0.47 -1.11 0.30 0.29
```
Positions in Å, forces in eV/Å.

# C6H9NO

A 2-piece molecular cluster, C6H9NO overall in a non-equilibrium geometry (ωB97M-V/def2-TZVPD, the Open Molecules 2025 dataset).

Computed properties:
SMILES ... c1ccncc1.CO
Total energy ... -363.9084 hartree
Lowest unoccupied orbital energy ... 0.2 eV
Kohn-Sham gap ... 9.338 eV
ΔE to the lowest compared entry with this formula, charge and spin ... 3.151 eV
Total charge ... 0

XYZ file:
```
17
Properties=species:S:1:pos:R:3:forces:R:3:mulliken_charge:R:1
C -2.8054 -0.1353 0.0133 -2.42 2.44 2.21 -0.02
C -2.0908 1.1904 0.0087 -5.77 0.38 1.17 -0.29
C -0.8841 1.2841 -0.4134 6.24 -0.83 -1.30 -0.22
N -0.1300 0.1101 -0.5820 -1.41 -0.61 0.23 -0.44
C -0.7348 -1.0785 -0.4212 1.49 -1.25 0.74 0.10
C -2.1368 -1.3343 -0.1510 0.91 2.82 -0.01 -0.63
H -3.9743 -0.0532 0.4135 3.27 -0.52 -1.31 0.21
H -2.4534 2.2616 0.3080 -0.59 -2.58 -0.47 0.22
H -0.3147 2.2824 -0.4990 -0.88 -1.90 0.06 0.32
H -0.0071 -1.9875 -0.3084 -1.29 1.78 -0.68 0.28
H -2.6074 -2.2892 0.0826 0.43 0.20 -0.46 0.35
C 3.2589 -0.0645 0.3763 4.32 -0.46 5.62 -0.51
O 2.6447 -0.0273 -0.7781 -4.25 -0.09 -1.52 -0.45
H 4.4031 0.1460 0.2299 -1.75 -1.01 0.11 0.21
H 3.0829 0.7451 1.1519 -0.67 -0.23 -0.95 0.21
H 3.1362 -1.0463 1.1334 0.31 1.76 -2.26 0.17
H 1.6130 -0.0036 -0.5647 2.07 0.11 -1.18 0.48
```
Positions in Å, forces in eV/Å.